Below is a 8-piece molecular cluster, C36H70N4O9S3Si overall in a non-equilibrium geometry, with properties calculated with ωB97M-V/def2-TZVPD.

Computed properties:
* SMILES: CCN(CC)C(=S)SCCC[Si@H](CCSc1nnco1)N(C)C(C)=O.CC(C)=O.CC(C)=O.CC(C)=O.CC(C)=O.CC(C)=O.CC(C)=O.CC(C)=O
* orbital gap: 0.3084 Ha
* DFT total energy: -103237.409 eV
* F_max: 0.054 Eh/bohr

Cartesian coordinates (Å):
1 C -1.84 4.40 2.22
2 C -1.69 3.43 3.39
3 N -0.89 2.21 3.11
4 C 0.52 2.33 3.51
5 C 1.26 3.57 3.00
6 C -1.11 1.69 1.87
7 S -2.62 1.29 1.35
8 S 0.23 1.39 0.74
9 C -0.39 2.04 -0.83
10 C 0.84 2.22 -1.73
11 C 1.12 0.98 -2.60
12 Si 2.99 0.77 -2.79
13 C 3.70 1.70 -4.26
14 C 3.82 3.24 -4.09
15 S 5.45 3.75 -3.46
16 C 5.24 3.45 -1.75
17 N 6.04 2.96 -0.91
18 N 5.35 2.97 0.30
19 C 4.22 3.44 0.09
20 O 4.05 3.78 -1.22
21 N 3.47 -0.93 -3.00
22 C 4.83 -1.13 -2.44
23 C 2.52 -1.84 -2.44
24 C 2.30 -1.91 -0.94
25 O 1.87 -2.58 -3.17
26 H -2.79 4.31 1.71
27 H -1.02 4.35 1.51
28 H -1.82 5.41 2.63
29 H -2.68 3.09 3.65
30 H -1.30 3.90 4.28
31 H 1.05 1.41 3.29
32 H 0.54 2.40 4.60
33 H 1.10 3.78 1.95
34 H 0.92 4.43 3.57
35 H 2.33 3.51 3.20
36 H -1.07 1.36 -1.34
37 H -0.92 2.97 -0.66
38 H 1.69 2.36 -1.05
39 H 0.78 3.13 -2.31
40 H 0.71 1.18 -3.59
41 H 0.63 0.10 -2.21
42 H 3.59 1.19 -1.50
43 H 3.06 1.51 -5.12
44 H 4.68 1.31 -4.50
45 H 3.03 3.62 -3.44
46 H 3.74 3.73 -5.04
47 H 3.43 3.57 0.80
48 H 5.37 -1.91 -2.96
49 H 5.42 -0.22 -2.51
50 H 4.80 -1.39 -1.39
51 H 3.21 -2.19 -0.42
52 H 2.02 -0.93 -0.55
53 H 1.55 -2.65 -0.72
54 C 0.08 -7.15 -4.39
55 C -0.78 -5.93 -4.60
56 O -1.96 -6.03 -4.83
57 C -0.10 -4.59 -4.50
58 H -0.53 -8.04 -4.49
59 H 0.88 -7.18 -5.14
60 H 0.53 -7.13 -3.39
61 H 0.69 -4.51 -5.25
62 H 0.34 -4.46 -3.51
63 H -0.83 -3.80 -4.66
64 C -0.37 -0.06 8.48
65 C -0.58 0.38 7.06
66 O -0.20 1.47 6.68
67 C -1.28 -0.58 6.14
68 H 0.15 0.72 9.04
69 H -1.33 -0.26 8.96
70 H 0.24 -0.97 8.50
71 H -2.28 -0.79 6.52
72 H -0.71 -1.50 6.05
73 H -1.37 -0.13 5.15
74 C 6.43 -5.76 -5.65
75 C 6.28 -5.04 -4.34
76 O 7.16 -4.34 -3.90
77 C 4.99 -5.25 -3.58
78 H 7.40 -5.53 -6.09
79 H 6.35 -6.84 -5.50
80 H 5.64 -5.44 -6.34
81 H 4.86 -6.30 -3.34
82 H 4.15 -4.90 -4.18
83 H 5.03 -4.67 -2.66
84 C -6.14 6.07 -1.09
85 C -5.11 5.07 -0.62
86 O -4.41 5.28 0.34
87 C -4.97 3.79 -1.41
88 H -6.13 6.94 -0.44
89 H -5.92 6.39 -2.11
90 H -7.14 5.62 -1.06
91 H -4.69 4.01 -2.44
92 H -5.91 3.24 -1.39
93 H -4.19 3.17 -0.96
94 C -6.29 1.25 6.46
95 C -5.36 0.18 5.92
96 O -4.70 -0.51 6.66
97 C -5.29 0.02 4.43
98 H -6.24 1.26 7.54
99 H -5.99 2.23 6.08
100 H -7.32 1.04 6.15
101 H -4.95 0.95 3.97
102 H -6.27 -0.24 4.02
103 H -4.59 -0.77 4.18
104 C -3.07 0.68 -5.98
105 C -3.58 1.42 -4.77
106 O -2.89 2.20 -4.16
107 C -5.01 1.14 -4.35
108 H -2.04 0.98 -6.17
109 H -3.11 -0.39 -5.81
110 H -3.67 0.93 -6.85
111 H -5.13 0.08 -4.11
112 H -5.69 1.41 -5.16
113 H -5.25 1.73 -3.47
114 C 1.75 -3.80 5.13
115 C 0.42 -4.33 4.67
116 O -0.47 -3.59 4.32
117 C 0.25 -5.83 4.66
118 H 1.75 -2.71 5.09
119 H 1.95 -4.11 6.16
120 H 2.55 -4.17 4.49
121 H 0.37 -6.23 5.67
122 H 0.98 -6.29 4.00
123 H -0.75 -6.08 4.31

Mulliken population analysis, charges in e, atoms 1 to 99: number 1, C, carries -0.813; number 2, C, carries -0.883; number 3, N, carries 0.272; number 4, C, carries -0.827; number 5, C, carries -0.940; number 6, C, carries -0.075; number 7, S, carries -0.273; number 8, S, carries 0.084; number 9, C, carries -0.741; number 10, C, carries -0.462; number 11, C, carries -0.538; number 12, Si, carries -0.563; number 13, C, carries -0.746; number 14, C, carries -0.465; number 15, S, carries -0.194; number 16, C, carries 0.558; number 17, N, carries -0.373; number 18, N, carries -0.362; number 19, C, carries 0.160; number 20, O, carries -0.196; number 21, N, carries 0.392; number 22, C, carries -0.992; number 23, C, carries 0.123; number 24, C, carries -0.882; number 25, O, carries -0.585; number 26, H, carries 0.318; number 27, H, carries 0.167; number 28, H, carries 0.376; number 29, H, carries 0.347; number 30, H, carries 0.512; number 31, H, carries 0.513; number 32, H, carries 0.287; number 33, H, carries 0.118; number 34, H, carries 0.337; number 35, H, carries 0.439; number 36, H, carries 0.477; number 37, H, carries 0.408; number 38, H, carries -0.242; number 39, H, carries 0.458; number 40, H, carries 0.535; number 41, H, carries 0.573; number 42, H, carries 0.080; number 43, H, carries 0.477; number 44, H, carries 0.477; number 45, H, carries 0.106; number 46, H, carries 0.414; number 47, H, carries 0.333; number 48, H, carries 0.247; number 49, H, carries 0.379; number 50, H, carries 0.350; number 51, H, carries 0.370; number 52, H, carries 0.172; number 53, H, carries 0.345; number 54, C, carries -1.073; number 55, C, carries 0.749; number 56, O, carries -0.564; number 57, C, carries -0.753; number 58, H, carries 0.313; number 59, H, carries 0.303; number 60, H, carries 0.295; number 61, H, carries 0.310; number 62, H, carries 0.184; number 63, H, carries 0.241; number 64, C, carries -1.240; number 65, C, carries 0.864; number 66, O, carries -0.570; number 67, C, carries -0.244; number 68, H, carries 0.329; number 69, H, carries 0.324; number 70, H, carries 0.312; number 71, H, carries 0.170; number 72, H, carries 0.027; number 73, H, carries -0.020; number 74, C, carries -1.130; number 75, C, carries 0.825; number 76, O, carries -0.551; number 77, C, carries -0.992; number 78, H, carries 0.312; number 79, H, carries 0.328; number 80, H, carries 0.312; number 81, H, carries 0.452; number 82, H, carries 0.236; number 83, H, carries 0.231; number 84, C, carries -1.194; number 85, C, carries 0.634; number 86, O, carries -0.519; number 87, C, carries -0.822; number 88, H, carries 0.326; number 89, H, carries 0.318; number 90, H, carries 0.316; number 91, H, carries 0.291; number 92, H, carries 0.380; number 93, H, carries 0.193; number 94, C, carries -1.166; number 95, C, carries 0.861; number 96, O, carries -0.565; number 97, C, carries -0.902; number 98, H, carries 0.309; number 99, H, carries 0.312



Below is a 9-piece molecular cluster, C36H70NO15P overall, with properties calculated with ωB97M-V/def2-TZVPD.

Computed properties:
* SMILES: CN(C)C(=O)C[C@]1(P(O)O)OC(=O)O[C@]1(C)CCCCO.CC(C)=O.CC(C)=O.CC(C)=O.CC(C)=O.CC(C)=O.CC(C)=O.CC(C)=O.CC(C)=O
* orbital gap: 0.3349 Ha
* DFT total energy: -79959.601 eV
* F_max: 0.014 Eh/bohr

Cartesian coordinates (Å):
1 C 3.92 0.86 -2.73
2 N 3.58 -0.40 -3.42
3 C 4.34 -0.51 -4.68
4 C 3.90 -1.54 -2.60
5 O 5.03 -1.77 -2.23
6 C 2.79 -2.53 -2.31
7 C 1.85 -2.28 -1.11
8 P 2.58 -1.74 0.55
9 O 3.67 -0.66 0.04
10 O 3.53 -3.06 0.75
11 O 1.27 -3.58 -0.73
12 C 0.18 -3.26 0.03
13 O -0.32 -3.98 0.84
14 O -0.24 -2.02 -0.27
15 C 0.52 -1.59 -1.44
16 C 0.56 -0.09 -1.59
17 C -0.17 -2.20 -2.69
18 C -1.68 -2.37 -2.55
19 C -2.33 -2.72 -3.89
20 C -3.84 -2.46 -3.89
21 O -4.18 -1.11 -4.19
22 H 4.42 1.54 -3.42
23 H 4.58 0.70 -1.88
24 H 3.02 1.37 -2.37
25 H 5.40 -0.25 -4.55
26 H 3.91 0.15 -5.43
27 H 4.28 -1.53 -5.05
28 H 3.28 -3.49 -2.16
29 H 2.16 -2.62 -3.20
30 H 3.99 -0.14 0.81
31 H 3.33 -3.45 1.61
32 H 0.92 0.43 -0.70
33 H -0.44 0.27 -1.85
34 H 1.20 0.13 -2.45
35 H 0.03 -1.53 -3.54
36 H 0.25 -3.16 -2.98
37 H -1.88 -3.19 -1.85
38 H -2.13 -1.47 -2.11
39 H -2.19 -3.78 -4.10
40 H -1.87 -2.13 -4.69
41 H -4.31 -3.08 -4.65
42 H -4.27 -2.75 -2.92
43 H -3.46 -0.54 -3.90
44 C 6.11 3.01 2.26
45 C 5.75 1.55 2.42
46 O 4.89 1.04 1.74
47 C 6.50 0.76 3.46
48 H 5.48 3.46 1.49
49 H 5.95 3.53 3.20
50 H 7.16 3.10 1.99
51 H 6.36 1.21 4.45
52 H 7.57 0.78 3.23
53 H 6.16 -0.27 3.47
54 C 6.80 -3.24 0.65
55 C 7.37 -3.19 2.04
56 O 6.75 -2.73 2.97
57 C 8.77 -3.74 2.23
58 H 5.80 -2.82 0.65
59 H 7.43 -2.67 -0.03
60 H 6.75 -4.28 0.31
61 H 9.47 -3.20 1.60
62 H 8.79 -4.79 1.94
63 H 9.07 -3.64 3.27
64 C -7.61 0.53 -7.64
65 C -7.54 -0.92 -7.21
66 O -7.95 -1.81 -7.91
67 C -6.93 -1.19 -5.86
68 H -8.07 0.59 -8.63
69 H -8.21 1.10 -6.93
70 H -6.61 0.96 -7.68
71 H -7.50 -0.67 -5.08
72 H -5.90 -0.83 -5.82
73 H -6.94 -2.26 -5.66
74 C -0.28 -2.47 -7.70
75 C 0.00 -3.69 -6.85
76 O 0.11 -3.60 -5.65
77 C 0.12 -5.01 -7.57
78 H -0.35 -1.59 -7.07
79 H 0.52 -2.33 -8.43
80 H -1.22 -2.60 -8.25
81 H 0.94 -4.97 -8.29
82 H -0.81 -5.23 -8.11
83 H 0.31 -5.80 -6.85
84 C 0.91 4.47 2.28
85 C 2.08 3.87 1.54
86 O 3.06 4.53 1.25
87 C 1.97 2.41 1.18
88 H 1.10 5.52 2.50
89 H 0.00 4.38 1.69
90 H 0.76 3.93 3.22
91 H 1.09 2.25 0.54
92 H 1.86 1.81 2.08
93 H 2.86 2.10 0.65
94 C -4.55 4.36 3.20
95 C -3.08 4.02 3.16
96 O -2.39 4.33 2.21
97 C -2.53 3.28 4.34
98 H -4.82 4.90 2.29
99 H -5.14 3.45 3.28
100 H -4.76 4.99 4.07
101 H -3.05 2.33 4.46
102 H -2.65 3.87 5.25
103 H -1.46 3.09 4.19
104 C -7.65 1.60 6.17
105 C -6.46 1.04 5.44
106 O -5.49 1.72 5.19
107 C -6.53 -0.41 5.02
108 H -7.47 2.65 6.41
109 H -8.54 1.52 5.55
110 H -7.82 1.04 7.09
111 H -7.39 -0.56 4.36
112 H -6.66 -1.04 5.90
113 H -5.62 -0.69 4.50
114 C -1.17 3.72 9.35
115 C -1.99 4.61 8.44
116 O -1.62 4.90 7.33
117 C -3.29 5.13 9.00
118 H -0.26 3.41 8.83
119 H -0.91 4.25 10.26
120 H -1.75 2.84 9.62
121 H -3.11 5.72 9.90
122 H -3.95 4.30 9.26
123 H -3.78 5.76 8.26

Mulliken population analysis, charges in e, atoms 1 to 99: number 1, C, carries -0.973; number 2, N, carries 0.327; number 3, C, carries -1.128; number 4, C, carries 0.055; number 5, O, carries -0.639; number 6, C, carries -0.525; number 7, C, carries 0.989; number 8, P, carries -0.456; number 9, O, carries 0.228; number 10, O, carries -0.518; number 11, O, carries -0.506; number 12, C, carries 0.521; number 13, O, carries -0.604; number 14, O, carries -0.521; number 15, C, carries 2.174; number 16, C, carries -1.728; number 17, C, carries -1.690; number 18, C, carries -0.737; number 19, C, carries -0.548; number 20, C, carries -0.555; number 21, O, carries -0.495; number 22, H, carries 0.449; number 23, H, carries 0.296; number 24, H, carries 0.240; number 25, H, carries 0.404; number 26, H, carries 0.379; number 27, H, carries 0.336; number 28, H, carries 0.508; number 29, H, carries 0.136; number 30, H, carries 0.428; number 31, H, carries 0.332; number 32, H, carries -0.085; number 33, H, carries 0.561; number 34, H, carries 0.310; number 35, H, carries 0.351; number 36, H, carries 0.592; number 37, H, carries 0.266; number 38, H, carries 0.460; number 39, H, carries 0.394; number 40, H, carries 0.295; number 41, H, carries 0.354; number 42, H, carries 0.287; number 43, H, carries 0.284; number 44, C, carries -1.128; number 45, C, carries 0.688; number 46, O, carries -0.549; number 47, C, carries -1.136; number 48, H, carries 0.237; number 49, H, carries 0.331; number 50, H, carries 0.365; number 51, H, carries 0.353; number 52, H, carries 0.359; number 53, H, carries 0.215; number 54, C, carries -0.599; number 55, C, carries 0.840; number 56, O, carries -0.566; number 57, C, carries -1.253; number 58, H, carries -0.123; number 59, H, carries 0.325; number 60, H, carries 0.407; number 61, H, carries 0.318; number 62, H, carries 0.340; number 63, H, carries 0.325; number 64, C, carries -1.075; number 65, C, carries 0.767; number 66, O, carries -0.558; number 67, C, carries -0.851; number 68, H, carries 0.304; number 69, H, carries 0.310; number 70, H, carries 0.305; number 71, H, carries 0.332; number 72, H, carries 0.192; number 73, H, carries 0.272; number 74, C, carries -1.196; number 75, C, carries 0.866; number 76, O, carries -0.457; number 77, C, carries -1.234; number 78, H, carries 0.272; number 79, H, carries 0.406; number 80, H, carries 0.333; number 81, H, carries 0.361; number 82, H, carries 0.362; number 83, H, carries 0.294; number 84, C, carries -1.106; number 85, C, carries 0.585; number 86, O, carries -0.593; number 87, C, carries -0.456; number 88, H, carries 0.351; number 89, H, carries 0.352; number 90, H, carries 0.223; number 91, H, carries 0.326; number 92, H, carries 0.378; number 93, H, carries -0.052; number 94, C, carries -0.981; number 95, C, carries 0.772; number 96, O, carries -0.543; number 97, C, carries -0.567; number 98, H, carries 0.353; number 99, H, carries 0.164